243
Properties=species:S:1:pos:R:3 method="wB97M-V/def2-TZVPD" e_homo_ev=-7.82 total_energy_ev=-111078.3268 homo_lumo_gap_ha=0.3042 e_lumo_ev=0.456
C 8.07 -0.21 0.89
O 7.19 -0.60 -0.14
H 7.54 0.28 1.68
H 8.71 -1.02 1.25
H 8.77 0.50 0.42
H 6.63 -1.29 0.14
C -5.37 -1.40 2.34
O -5.07 -0.13 1.74
H -4.58 -2.14 2.22
H -5.43 -1.32 3.46
H -6.34 -1.68 1.88
H -4.43 0.31 2.28
C 3.51 -0.86 3.40
O 4.33 0.25 3.11
H 3.70 -1.59 2.60
H 3.88 -1.45 4.25
H 2.48 -0.55 3.51
H 3.98 0.95 3.64
C -1.19 4.74 3.51
O -0.69 3.45 3.94
H -0.36 5.20 2.97
H -2.11 4.66 2.94
H -1.37 5.38 4.33
H -1.33 3.03 4.57
O -1.54 5.93 0.26
H -1.85 5.33 0.93
H -0.80 5.41 -0.16
O 4.32 0.11 0.37
H 5.12 0.44 -0.14
H 4.35 0.21 1.36
O -2.62 2.50 0.96
H -3.53 2.48 0.61
H -2.13 2.02 0.22
C 0.54 3.00 -0.50
C 0.38 1.53 -0.44
C 0.50 1.02 0.99
C 0.28 -0.44 1.15
C -1.10 -0.73 0.76
C -1.35 -0.23 -0.77
N -1.00 1.13 -0.95
O -1.18 1.59 -2.32
C -0.63 -1.19 -1.71
C -2.85 -0.31 -1.16
C 1.44 1.01 -1.43
H 1.46 3.34 -0.08
H -0.23 3.51 0.13
H 0.36 3.34 -1.57
H 1.51 1.26 1.20
H -0.28 1.64 1.53
H 0.43 -0.82 2.16
H 0.98 -1.08 0.52
H -1.91 -0.31 1.40
H -1.35 -1.81 0.62
H -0.67 -0.85 -2.75
H 0.33 -1.39 -1.39
H -1.23 -2.13 -1.80
H -3.52 0.32 -0.51
H -2.98 -0.03 -2.19
H -3.23 -1.35 -1.09
H 1.20 1.32 -2.44
H 1.58 -0.08 -1.32
H 2.46 1.42 -1.15
H -1.71 2.45 -2.35
C 2.75 4.95 3.29
C 3.88 4.00 3.52
C 5.06 4.54 4.35
C 4.80 4.68 5.83
C 4.53 3.36 6.47
C 3.35 2.68 5.71
N 3.55 2.73 4.23
O 2.49 2.12 3.58
C 3.46 1.14 6.07
C 1.96 3.16 6.12
C 4.38 3.59 2.08
H 1.87 4.45 2.85
H 3.11 5.85 2.77
H 2.37 5.41 4.17
H 5.87 3.78 4.13
H 5.50 5.45 3.97
H 3.91 5.22 6.02
H 5.64 5.24 6.25
H 4.19 3.38 7.53
H 5.48 2.75 6.41
H 3.42 1.02 7.16
H 2.60 0.59 5.69
H 4.37 0.69 5.69
H 1.21 2.49 5.66
H 1.84 3.13 7.20
H 1.66 4.14 5.81
H 4.68 4.51 1.56
H 3.48 3.15 1.60
H 5.11 2.77 2.06
H 1.67 2.67 3.79
C -0.63 0.33 4.62
C -2.03 0.28 5.17
C -1.94 0.27 6.72
C -3.32 0.65 7.34
C -3.82 1.93 6.73
C -3.96 1.89 5.22
N -2.69 1.45 4.65
O -2.79 1.24 3.24
C -5.21 1.05 4.89
C -4.17 3.35 4.80
C -2.72 -1.06 4.78
H -0.77 0.45 3.57
H 0.05 -0.45 4.94
H -0.13 1.27 4.99
H -1.58 -0.66 7.11
H -1.20 1.00 6.93
H -3.29 0.76 8.48
H -4.05 -0.14 7.19
H -3.12 2.74 6.99
H -4.76 2.25 7.16
H -5.21 0.06 5.26
H -6.13 1.49 5.29
H -5.37 1.11 3.82
H -4.11 3.46 3.74
H -5.16 3.72 5.25
H -3.42 4.02 5.19
H -3.61 -1.22 5.35
H -1.96 -1.83 4.85
H -3.09 -1.06 3.74
H -2.54 2.08 2.87
C 0.57 4.07 -4.45
C -0.14 5.43 -4.10
C -0.22 6.39 -5.32
C -1.37 6.12 -6.35
C -2.67 6.03 -5.55
C -2.62 4.89 -4.53
N -1.52 5.30 -3.67
O -1.48 4.47 -2.48
C -3.95 4.89 -3.72
C -2.48 3.53 -5.11
C 0.64 6.11 -2.98
H 0.15 3.27 -3.82
H 1.66 4.11 -4.26
H 0.44 3.75 -5.52
H -0.36 7.42 -5.02
H 0.77 6.43 -5.80
H -1.22 5.29 -6.97
H -1.38 6.95 -7.08
H -3.43 5.91 -6.33
H -2.93 6.93 -5.03
H -4.76 4.99 -4.47
H -4.10 3.89 -3.22
H -4.10 5.76 -3.11
H -1.54 3.38 -5.65
H -2.41 2.73 -4.38
H -3.30 3.21 -5.77
H 1.65 6.31 -3.28
H 0.67 5.50 -2.07
H 0.21 7.06 -2.74
H -1.75 5.11 -1.75
C -3.13 -7.55 3.48
C -2.00 -6.78 2.67
C -0.81 -7.70 2.37
C 0.26 -7.11 1.41
C -0.53 -6.77 0.15
C -1.67 -5.79 0.31
N -2.58 -6.42 1.34
O -3.60 -5.44 1.61
C -1.18 -4.32 0.69
C -2.45 -5.71 -1.01
C -1.53 -5.59 3.57
H -2.76 -7.80 4.49
H -3.44 -8.52 3.09
H -3.96 -6.90 3.66
H -0.32 -7.89 3.37
H -1.16 -8.60 1.87
H 1.06 -7.78 1.33
H 0.63 -6.20 1.85
H -0.79 -7.71 -0.30
H 0.32 -6.34 -0.51
H -1.92 -3.64 1.04
H -0.36 -4.22 1.44
H -0.64 -3.92 -0.15
H -2.79 -6.68 -1.35
H -3.30 -5.09 -0.91
H -1.83 -5.29 -1.74
H -0.60 -5.13 3.19
H -1.31 -5.90 4.60
H -2.24 -4.78 3.53
H -4.44 -5.88 1.36
C -0.73 -4.31 -6.31
C -1.40 -3.02 -5.97
C -0.40 -2.05 -5.41
C -0.92 -0.63 -5.30
C -1.18 -0.13 -6.72
C -2.23 -1.11 -7.41
N -1.74 -2.41 -7.30
O -2.70 -3.41 -7.89
C -3.69 -0.75 -6.86
C -2.35 -0.73 -8.91
C -2.53 -3.38 -5.02
H 0.14 -4.12 -6.94
H -1.32 -5.00 -6.88
H -0.49 -4.79 -5.31
H -0.12 -2.44 -4.39
H 0.51 -2.13 -6.01
H -0.15 -0.05 -4.76
H -1.88 -0.61 -4.69
H -0.29 -0.27 -7.37
H -1.43 0.92 -6.79
H -3.82 0.28 -7.15
H -4.40 -1.38 -7.34
H -3.86 -0.88 -5.76
H -2.64 0.35 -9.10
H -1.44 -0.90 -9.50
H -3.08 -1.34 -9.45
H -3.06 -2.51 -4.58
H -2.08 -3.85 -4.18
H -3.33 -4.03 -5.38
H -3.39 -3.31 -7.24
C 2.30 -3.96 -0.01
C 3.02 -4.02 -1.36
C 2.01 -4.13 -2.51
C 2.65 -3.95 -3.87
C 3.38 -2.61 -3.92
C 4.42 -2.35 -2.79
N 3.70 -2.74 -1.55
O 4.47 -2.50 -0.43
C 5.78 -3.01 -3.10
C 4.61 -0.84 -2.67
C 3.99 -5.25 -1.41
H 1.73 -4.94 0.19
H 1.56 -3.09 -0.06
H 3.11 -3.88 0.72
H 1.56 -5.13 -2.33
H 1.24 -3.35 -2.29
H 1.93 -3.94 -4.70
H 3.32 -4.79 -4.13
H 2.57 -1.93 -3.88
H 3.87 -2.53 -4.88
H 6.46 -2.73 -2.27
H 5.71 -4.06 -3.05
H 6.12 -2.64 -4.06
H 4.82 -0.40 -3.58
H 3.80 -0.32 -2.16
H 5.46 -0.58 -2.04
H 4.29 -5.50 -2.44
H 3.56 -6.13 -0.84
H 4.89 -5.00 -0.84
H 4.12 -1.66 -0.11


128
Properties=species:S:1:pos:R:3 method="wB97M-V/def2-TZVPD" e_homo_ev="-11.65 / -11.79" charge=+2 total_energy_ev=-148441.9451 spin_multiplicity=3 homo_lumo_gap_ha="0.2504 / 0.2319" e_lumo_ev="-4.839 / -5.475" s2=2.055
Mo -0.83 0.23 0.90
S 0.29 -0.55 4.25
C 0.75 1.14 4.57
C 1.11 1.40 5.88
C 1.65 2.62 6.25
C 1.83 3.61 5.30
C 1.46 3.36 3.98
C 0.91 2.14 3.60
S 0.50 2.08 1.84
C -0.73 3.41 1.78
C -1.69 3.15 0.61
C -3.58 4.37 -0.60
C -4.41 3.39 -0.93
C -4.53 2.17 -0.16
C -3.62 1.56 0.63
C -4.09 0.32 1.34
S -3.02 -1.01 0.72
C -3.00 -2.10 2.13
C -3.68 -3.30 2.07
C -3.70 -4.14 3.18
C -3.05 -3.77 4.34
C -2.37 -2.56 4.42
C -2.33 -1.74 3.30
S -1.50 -0.17 3.27
N -2.26 1.81 0.88
H 0.97 0.63 6.63
H 1.93 2.80 7.28
H 2.25 4.56 5.56
H 1.62 4.13 3.23
H -0.20 4.35 1.68
H -1.29 3.39 2.72
H -3.50 5.26 -1.21
H -5.06 3.50 -1.79
H -5.50 1.69 -0.19
H -5.13 0.09 1.12
H -3.95 0.41 2.42
H -4.20 -3.58 1.16
H -4.23 -5.08 3.13
H -3.07 -4.42 5.21
H -1.86 -2.27 5.33
O -0.52 -1.66 -0.11
S -0.23 -1.34 -1.60
C 0.96 -2.50 -2.13
C 0.74 -3.33 -3.20
C 1.78 -4.00 -3.86
C 3.06 -3.74 -3.46
C 4.37 -4.21 -4.03
C 5.45 -3.48 -3.20
C 4.67 -2.64 -2.22
C 5.07 -1.74 -1.28
C 4.09 -1.16 -0.45
C 2.73 -1.38 -0.54
P 1.77 -0.94 1.01
C 3.00 -0.08 2.05
C 3.42 -0.58 3.28
C 4.27 0.16 4.09
C 4.72 1.40 3.68
C 4.33 1.90 2.45
C 3.48 1.17 1.64
C 1.71 -2.62 1.72
C 0.52 -3.20 2.15
C 0.50 -4.48 2.68
C 1.68 -5.20 2.79
C 2.88 -4.64 2.36
C 2.89 -3.36 1.83
C 2.29 -2.22 -1.63
C 3.29 -2.85 -2.39
C -1.74 -1.50 -2.44
C -2.40 -2.70 -2.64
C -3.60 -2.77 -3.36
C -4.11 -1.60 -3.88
C -5.31 -1.35 -4.75
C -5.35 0.19 -4.96
C -4.14 0.70 -4.22
C -3.63 1.96 -4.04
C -2.51 2.12 -3.19
C -1.86 1.08 -2.57
P -0.61 1.48 -1.29
C 0.97 1.59 -2.19
C 1.17 0.91 -3.39
C 2.42 0.89 -3.99
C 3.48 1.56 -3.40
C 3.29 2.26 -2.22
C 2.04 2.27 -1.62
C -0.94 3.16 -0.70
C -2.75 4.29 0.66
C -2.16 5.65 0.92
C -1.18 6.22 0.17
C -0.47 5.62 -0.90
C -0.42 4.27 -1.30
C -2.31 -0.26 -2.85
C -3.47 -0.38 -3.61
H -0.26 -3.43 -3.59
H 1.56 -4.66 -4.69
H 4.44 -3.97 -5.09
H 4.46 -5.30 -3.95
H 6.10 -2.86 -3.82
H 6.10 -4.18 -2.67
H 6.12 -1.49 -1.12
H 4.47 -0.54 0.35
H 3.09 -1.56 3.61
H 4.58 -0.25 5.04
H 5.39 1.97 4.31
H 4.70 2.86 2.11
H 3.20 1.56 0.67
H -0.41 -2.66 2.05
H -0.43 -4.91 3.01
H 1.67 -6.20 3.20
H 3.80 -5.20 2.44
H 3.83 -2.94 1.49
H -1.97 -3.61 -2.24
H -4.09 -3.73 -3.51
H -6.22 -1.73 -4.29
H -5.20 -1.88 -5.70
H -6.26 0.62 -4.54
H -5.32 0.46 -6.01
H -4.08 2.83 -4.50
H -2.19 3.13 -2.99
H 0.34 0.40 -3.87
H 2.56 0.37 -4.93
H 4.46 1.55 -3.87
H 4.11 2.81 -1.77
H 1.89 2.84 -0.71
H -3.42 4.04 1.48
H -2.62 6.24 1.69
H -0.93 7.25 0.38
H 0.14 6.29 -1.49
H 0.16 4.10 -2.21